1.
Density functional theory data (ωB97M-V with the def2-TZVPD basis set) for one molecule with the formula C5H4O3.

* E_HOMO: -10.068 eV
* M: 112.08 g mol⁻¹
* gap between HOMO and LUMO: 10.5 eV

The geometry in XYZ format:
```
12
C5H4O3 (ωB97M-V with the def2-TZVPD basis set)
O -0.34235 1.67787 -1.89833
C -0.15712 0.80722 -1.07871
C -0.91987 0.82752 0.23688
O -1.66278 -0.35403 0.52839
C -0.38075 -0.19614 1.13078
C 0.61167 -0.99735 0.34226
O 1.73095 -0.22848 0.08263
C 0.79375 -0.31198 -0.98221
H -1.28651 1.80782 0.74645
H -0.26736 -0.13554 2.16646
H 0.79293 -1.99090 0.52424
H 1.08745 -0.90602 -1.79883
```

2.
Density functional theory data (ωB97M-V with the def2-TZVPD basis set) for one molecule with the formula C5H4O3.

* E_HOMO: -10.016 eV
* M: 112.08 g mol⁻¹
* gap between HOMO and LUMO: 9.0 eV

The geometry in XYZ format:
```
12
C5H4O3 (ωB97M-V with the def2-TZVPD basis set)
C 0.95545 1.83475 0.80660
C 0.92136 0.95444 -0.10540
C 0.53653 -0.30086 -0.83521
O 1.78046 -1.03602 -0.82253
C -0.44034 -0.84139 0.27521
O -0.12044 -1.50256 1.21821
C -1.79009 -0.29180 -0.00317
O -2.00805 0.51210 -0.81641
H 0.87134 2.78094 1.24562
H 0.08051 -0.05038 -1.68739
H 1.81867 -1.40977 0.02534
H -2.60539 -0.64946 0.69913
```

3.
Density functional theory data (ωB97M-V with the def2-TZVPD basis set) for one molecule with the formula C5H4O3.

* E_HOMO: -9.671 eV
* M: 112.08 g mol⁻¹
* gap between HOMO and LUMO: 10.5 eV

The geometry in XYZ format:
```
12
C5H4O3 (ωB97M-V with the def2-TZVPD basis set)
O 2.19396 -1.13311 0.46468
C 1.48526 -0.22695 0.14158
O 1.63673 1.09233 0.11063
C 0.46818 1.76412 -0.24428
C -0.57771 0.96999 -0.39978
C -0.15275 -0.40060 -0.18146
C -1.00723 -1.42372 0.49241
O -0.71125 -1.43074 -0.87860
H 0.64648 2.79208 -0.28501
H -1.48480 1.32805 -0.72381
H -0.44970 -2.26842 0.91055
H -2.04716 -1.06303 0.59309
```

Stability summary: most stable 3, least stable 2.